1.
Molecular formula: C15H11ClIrN3O6S3
Method: DFT, the ωB97M-V functional and the def2-TZVPD basis

For the HOMO-LUMO gap, the calculation gives 0.2139 Eh. As for the spin multiplicity: 1. As for the relative energy (zero: lowest compared OMol25 entry of this formula, charge and spin): 35.3 kcal/mol. The value obtained for the LUMO energy is 4.3212 eV. The value obtained for the HOMO energy is -1.5 eV. As for the charge: -2.

Geometry (Å):
Ir (-0.44100, -0.27984, 0.65457)
N (-1.99480, -1.87940, -3.19485)
C (-1.51842, -1.83024, -1.88800)
S (-2.63636, -1.49055, -0.62935)
N (-0.25919, -2.11295, -1.74245)
N (0.15644, -1.94102, -0.43224)
C (1.15872, -2.65903, -0.07900)
C (1.68805, -2.74813, 1.26534)
C (2.85303, -3.48325, 1.48744)
C (3.38881, -3.62711, 2.75260)
C (2.72619, -3.02406, 3.82766)
C (1.56103, -2.31487, 3.63973)
C (0.99931, -2.15263, 2.35514)
O (-0.14186, -1.54709, 2.22119)
H (-2.82318, -1.31594, -3.30252)
H (-1.27126, -1.66695, -3.86708)
H (1.58698, -3.29775, -0.84834)
H (3.34205, -3.94163, 0.63245)
H (4.30061, -4.19038, 2.90845)
H (3.13985, -3.11132, 4.82703)
H (1.05070, -1.83264, 4.46321)
Cl (-2.20398, 5.85058, -3.56782)
C (-1.75057, 4.32046, -2.82313)
C (-0.85963, 3.46990, -3.48405)
C (-0.48083, 2.29129, -2.90011)
C (-0.97665, 1.85896, -1.62699)
O (-0.54644, 0.73709, -1.19735)
C (-1.91064, 2.74588, -1.00204)
C (-2.56328, 2.43683, 0.26430)
O (-2.55980, 1.36083, 0.81003)
C (-2.25281, 3.96308, -1.60063)
H (-0.46762, 3.75638, -4.45267)
H (0.22919, 1.63614, -3.38941)
H (-3.11235, 3.29019, 0.72267)
H (-2.95054, 4.61509, -1.08603)
O (1.90606, 1.61417, 3.37758)
S (1.09474, 1.75533, 2.18455)
O (-0.28527, 1.18449, 2.35653)
O (1.05588, 3.10164, 1.64201)
S (1.76886, 0.45847, 0.72157)

Here are the natural (NBO) charges for atoms 1 to 8, given in e: 1.144, -0.834, 0.280, -0.388, -0.462, -0.220, 0.111, -0.211


2.
Molecular formula: C15H11F5N6O4RuS3
Method: DFT, the ωB97M-V functional and the def2-TZVPD basis

For the HOMO-LUMO gap (spin up / spin down), the calculation gives 0.2796 / 0.2463 Eh. As for the spin multiplicity: 5. As for the relative energy (zero: lowest compared OMol25 entry of this formula, charge and spin): 0.0 kcal/mol. The value obtained for the LUMO energy (spin up / spin down) is -0.8097 / -2.9106 eV. The value obtained for the HOMO energy (spin up / spin down) is -8.4 / -9.6 eV. As for the charge: 0.

Geometry (Å):
Ru (0.53522, -0.74262, -0.64798)
S (1.60719, -2.62558, 0.87106)
C (3.07586, -2.92010, 0.12278)
C (3.86960, -4.01337, 0.63724)
N (4.49569, -4.87847, 1.06608)
C (3.57518, -2.15315, -0.93118)
S (2.78495, -0.82983, -1.59176)
C (4.87262, -2.45338, -1.49160)
N (5.90667, -2.68109, -1.94479)
C (3.38755, 0.74447, 1.52892)
C (2.05720, 1.38288, 1.33658)
N (1.04196, 0.90975, 0.63133)
C (0.00605, 1.82177, 0.72637)
C (0.39854, 2.85664, 1.51193)
N (1.68467, 2.55101, 1.88397)
C (-0.20893, 4.11275, 2.03447)
O (-1.44777, 4.37010, 1.69247)
O (0.45846, 4.82076, 2.74955)
C (-1.23900, 1.56421, -0.04268)
O (-2.22557, 2.29746, 0.11445)
O (-1.19962, 0.55111, -0.82327)
H (3.28574, -0.33664, 1.46354)
H (3.80301, 1.00347, 2.50347)
H (4.08570, 1.07035, 0.75532)
H (2.23338, 3.15607, 2.47705)
H (-1.81308, 3.65710, 1.07870)
S (-1.26576, -1.96889, 0.91569)
C (-2.72701, -1.11440, 0.65414)
N (-3.28936, -0.31464, 1.55394)
C (-4.45871, 0.40363, 1.03219)
C (-4.52572, -0.11362, -0.42059)
N (-3.46356, -1.12793, -0.44611)
H (-2.86054, -0.13618, 2.44279)
H (-4.28637, 1.47497, 1.06894)
H (-5.35335, 0.15888, 1.59930)
H (-4.31080, 0.67667, -1.13758)
H (-5.48991, -0.55736, -0.65511)
H (-3.08033, -1.49775, -1.29657)
F (-1.36912, -2.05732, -2.35083)
C (-0.03312, -1.72677, -2.36401)
F (0.61011, -2.89635, -2.59525)
C (0.16631, -0.82694, -3.64961)
F (-0.92510, -0.78125, -4.40691)
F (0.45175, 0.44013, -3.27260)
F (1.17930, -1.27055, -4.38384)

Here are the natural (NBO) charges for atoms 1 to 8, given in e: 0.900, 0.106, -0.296, 0.232, -0.242, -0.299, 0.140, 0.233